[1]
Formula: C5H8O3
Source: the OMol25 dataset
Level of theory: wB97M-V/def2-TZVPD

Properties
HOMO level in eV: -8.3
Maximum force in eV/Å: 2.3
ΔE to the lowest compared entry with this formula, charge and spin in kcal/mol: 59.8
SMILES: CC(C)=O.O=C=CO
Electronic energy in Ha: -420.96080
Orbital gap in eV: 8.481
Molar mass in g/mol: 116.12
2S+1: 1

Last column: Löwdin charge in e.
Atoms and positions in Å:
C -1.04952 0.15786 -1.41595  -0.02
C -0.62227 -0.91566 -0.45282  -0.50
C -1.42170 -1.08466 0.80953  -0.03
O 0.30142 -1.69165 -0.71941  0.04
H -1.55769 0.96792 -0.88693  0.08
H -0.17085 0.57105 -1.91778  0.09
H -1.72944 -0.27134 -2.15537  0.09
H -0.78469 -1.51774 1.58579  0.08
H -2.26888 -1.74655 0.61686  0.09
H -1.78230 -0.11751 1.16777  0.07
O 3.42638 -0.49240 -0.36967  0.18
C 2.53644 0.07057 0.15553  -0.15
C 1.73854 0.87526 0.80664  -0.21
O 1.31396 2.02974 0.20078  -0.03
H 1.22965 0.59725 1.71582  0.12
H 0.84095 2.56786 0.85920  0.11



[2]
Formula: C11H14N4O3S
Source: the OMol25 dataset
Level of theory: wB97M-V/def2-TZVPD

Properties
HOMO level in eV: -8.4
Maximum force in eV/Å: 1.3
ΔE to the lowest compared entry with this formula, charge and spin in kcal/mol: 0.0
SMILES: CCNC(=O)NNC(=O)[C@@H]1CC(c2cccs2)=NO1
Electronic energy in Ha: -1270.46755
Orbital gap in eV: 8.812
Molar mass in g/mol: 282.32
2S+1: 1

Last column: Löwdin charge in e.
Atoms and positions in Å:
C 0.81016 2.08224 5.21069  -0.08
C 1.61720 2.16305 3.91946  -0.24
N 2.02556 0.85544 3.45523  0.06
C 1.46851 0.27388 2.37176  -0.54
O 0.68495 0.81116 1.61959  0.07
N 1.83552 -1.07342 2.19816  0.08
N 1.56612 -1.56698 0.92068  0.08
C 2.21730 -1.03284 -0.14629  -0.45
O 3.25663 -0.42295 -0.04557  0.10
C 1.49786 -1.23306 -1.47530  -0.19
C 0.53261 -0.05076 -1.68266  -0.05
C -0.77996 -0.79480 -1.75067  -0.31
C -2.04256 -0.15321 -1.93248  -0.47
C -3.28468 -0.73226 -2.01230  -0.11
C -4.31140 0.20842 -2.19580  -0.18
C -3.84752 1.48741 -2.25419  -0.41
S -2.14443 1.57323 -2.08469  1.06
N -0.65110 -2.05934 -1.61721  0.13
O 0.66478 -2.40384 -1.46153  -0.09
H 0.51020 3.07872 5.52197  0.07
H 1.40215 1.63445 6.00652  0.07
H -0.08265 1.48095 5.05895  0.08
H 2.50932 2.77968 4.06861  0.12
H 1.01466 2.59834 3.12010  0.11
H 2.60058 0.30432 4.07175  0.14
H 2.76334 -1.32864 2.51926  0.14
H 0.64328 -1.96401 0.79816  0.15
H 2.23537 -1.33804 -2.27653  0.16
H 0.72963 0.51318 -2.59393  0.13
H 0.53920 0.63870 -0.83330  0.11
H -3.42721 -1.79430 -1.94039  0.11
H -5.35164 -0.04952 -2.28166  0.10
H -4.40829 2.39131 -2.38732  0.06



[3]
Formula: C20H43CeN2P3S2
Source: the OMol25 dataset
Level of theory: wB97M-V/def2-TZVPD

Properties
HOMO level (alpha / beta) in eV: -16.8 / -16.8
Maximum force in eV/Å: 6.6
ΔE to the lowest compared entry with this formula, charge and spin in kcal/mol: 10.4
Electronic energy in Ha: -3191.92607
Total charge: +3
Orbital gap (alpha / beta) in eV: 6.320 / 6.370
Molar mass in g/mol: 608.75
2S+1: 2

Last column: Löwdin charge in e.
Atoms and positions in Å:
Ce 1.29521 1.15709 -0.95846  0.65
P -1.50445 0.25964 -1.41813  0.72
P 0.14832 -0.01989 1.99455  0.77
P 0.69946 -2.45133 -0.50265  0.79
H 3.94305 3.10857 -3.84497  0.15
C 3.80705 2.05149 -3.60945  -0.07
C 2.73699 1.39459 -4.45805  -0.11
H 2.07096 2.14611 -4.91034  0.15
C -2.35206 1.80099 -1.91748  -0.26
C -2.79415 -0.48633 -0.33842  -0.23
C -1.60851 -0.76401 -2.93878  -0.23
C 1.55371 0.11956 3.18390  -0.27
C -0.90606 1.32430 2.69708  -0.27
C -0.73146 -1.41321 2.84495  -0.26
C 1.17219 -3.61290 -1.84208  -0.29
C -0.76700 -3.44525 0.01066  -0.26
C 1.91867 -3.04931 0.75383  -0.25
H 4.75018 1.50689 -3.63548  0.15
H 3.16028 0.77711 -5.25986  0.13
H -1.62739 2.60825 -2.08194  -0.01
H -3.03985 2.12515 -1.12791  0.06
H -2.91264 1.61912 -2.84068  0.06
H -2.81785 0.04002 0.62827  0.04
H -2.59527 -1.55105 -0.14913  0.03
H -3.77836 -0.38257 -0.82317  0.08
H -0.68711 -0.67456 -3.53347  0.03
H -2.45464 -0.40504 -3.53916  0.07
H -1.75092 -1.82464 -2.69131  0.05
H 1.23956 -0.19147 4.19244  0.07
H 1.89616 1.16278 3.20915  0.04
H 2.37802 -0.52085 2.84218  0.04
H -1.47674 0.94936 3.55998  0.07
H -1.60626 1.67707 1.93020  0.02
H -0.27550 2.16273 3.01817  0.03
H -0.88239 -1.13675 3.90031  0.07
H -0.15725 -2.34767 2.80769  0.04
H -1.71566 -1.57165 2.38288  0.04
H 0.95816 -4.64210 -1.53592  0.06
H 2.23046 -3.53445 -2.09899  0.01
H 0.58783 -3.37456 -2.73451  0.04
H -0.46922 -4.50109 0.06592  0.07
H -1.55211 -3.34438 -0.74878  0.04
H -1.15867 -3.13250 0.98284  0.02
H 1.98026 -4.14584 0.70154  0.07
H 1.64186 -2.74631 1.77118  0.02
H 2.90426 -2.62521 0.52297  0.03
C 2.76372 -0.79895 -3.23816  -0.50
C 3.44027 -1.15389 -2.09027  -0.11
C 3.75354 -0.25524 -1.01778  -0.05
C 3.66301 1.14752 -1.12850  -0.17
C 3.04739 1.77091 -2.32465  -0.33
C 2.12226 0.57930 -3.31258  -0.24
S 2.68106 -2.04074 -4.54361  0.90
H 3.83206 -1.86766 -5.11079  -0.11
H 3.71066 -2.20126 -1.96321  0.12
H 4.10742 -0.70396 -0.08040  0.14
H 3.91279 1.83572 -0.30460  0.15
H 2.41901 2.71415 -2.15712  0.09
H 0.97325 0.66005 -3.27159  0.12
S 0.58655 3.72636 -0.79247  0.75
C -0.01667 4.25730 0.72518  -0.71
N 0.72824 4.67512 1.76623  0.05
C -0.06991 5.37847 2.76006  -0.10
C -1.49174 5.19700 2.24734  -0.10
N -1.31958 4.46169 1.00422  0.06
H 1.74586 4.67895 1.73336  0.17
H 0.20634 6.43920 2.79611  0.14
H 0.07351 4.93003 3.74838  0.13
H -1.98209 6.15530 2.05737  0.14
H -2.11077 4.62315 2.93935  0.13
H -2.06200 4.27072 0.32683  0.16



[4]
Formula: C35H37F5OP2TeV
Source: the OMol25 dataset
Level of theory: wB97M-V/def2-TZVPD

Properties
HOMO level (alpha / beta) in eV: -7.7 / -8.0
Maximum force in eV/Å: 3.0
ΔE to the lowest compared entry with this formula, charge and spin in kcal/mol: 0.0
Electronic energy in Ha: -3824.95193
Orbital gap (alpha / beta) in eV: 7.053 / 7.396
Molar mass in g/mol: 809.16
2S+1: 4

Last column: Löwdin charge in e.
Atoms and positions in Å:
V -1.16884 3.55376 -3.61201  0.75
C -0.27350 -1.78089 -1.88151  -0.11
C -0.74086 -1.45691 -3.11090  -0.12
C -2.14013 -1.05836 -3.53813  -0.19
C -2.64856 0.05745 -2.66379  -0.20
C -3.44169 -0.34190 -1.43391  -0.09
C -3.24805 -1.38767 -0.63644  -0.12
C -2.52689 -2.65180 -0.95334  -0.19
C -0.96167 -2.54346 -0.81389  -0.18
C -1.85995 4.50364 -1.74260  -0.23
H 0.77988 -1.57480 -1.64896  0.10
H -0.03151 -1.56600 -3.93287  0.09
H -2.76694 -1.96647 -3.55689  0.11
H -2.04930 -0.68707 -4.57891  0.10
H -1.79214 0.58040 -2.21020  0.09
H -3.24054 0.80075 -3.24707  0.10
H -4.31195 0.31127 -1.25567  0.10
H -3.70181 -1.40580 0.36043  0.10
H -2.76847 -3.06752 -1.95313  0.10
H -2.82765 -3.46838 -0.26409  0.11
H -0.68502 -2.11291 0.16707  0.12
H -0.56355 -3.57578 -0.82875  0.12
H -0.95316 4.69977 -1.14347  -0.04
H -2.35608 3.69668 -1.14733  0.00
H -2.42544 5.41738 -1.73292  -0.06
P -1.54974 3.96997 -6.36895  0.90
P -3.68375 4.81654 -5.02917  0.96
C -3.05672 3.08949 -6.92051  -0.27
C -4.14348 3.68449 -6.38914  -0.30
C -1.16294 4.73844 -8.01178  -0.36
C -1.55241 4.18984 -9.24585  -0.09
C -1.20258 4.82838 -10.44317  -0.07
C -0.49953 6.03034 -10.39527  -0.08
C -0.17091 6.62283 -9.17553  -0.08
C -0.51302 5.98318 -7.97693  -0.10
C -0.46735 2.56508 -6.19757  -0.40
C -0.73207 1.83030 -5.00549  -0.22
C 0.27697 0.93624 -4.59109  -0.07
C 1.12592 0.39651 -5.56882  -0.04
C 1.26367 1.02561 -6.81742  -0.06
C 0.51307 2.16009 -7.10291  -0.07
C -4.69472 6.25165 -5.74732  -0.32
C -4.33571 6.83405 -6.98390  -0.09
C -5.20553 7.72186 -7.63767  -0.08
C -6.42556 8.05703 -7.04370  -0.10
C -6.75919 7.55731 -5.79213  -0.08
C -5.88941 6.67069 -5.13192  -0.08
C -4.82489 4.11687 -3.78792  -0.40
C -4.93181 4.84554 -2.60353  -0.15
C -5.89808 4.50271 -1.65681  -0.06
C -6.80833 3.47321 -1.93891  -0.08
C -6.66594 2.71061 -3.09105  -0.08
C -5.62685 2.97942 -3.99158  -0.09
H -3.01021 2.25772 -7.62030  0.09
H -5.18290 3.55420 -6.68340  0.10
H -2.13133 3.27020 -9.27915  0.09
H -1.47706 4.37333 -11.39333  0.11
H -0.20269 6.51672 -11.32666  0.11
H 0.35510 7.57622 -9.13406  0.11
H -0.27923 6.43029 -7.01207  0.10
H -1.74206 1.90431 -4.49785  0.09
H 0.37336 0.65554 -3.53848  0.08
H 1.66995 -0.52560 -5.37162  0.11
H 1.98213 0.65010 -7.54740  0.11
H 0.65601 2.70246 -8.04247  0.11
H -3.37981 6.56929 -7.45359  0.09
H -4.92319 8.14293 -8.60276  0.10
H -7.11335 8.72262 -7.56015  0.10
H -7.69530 7.83101 -5.29885  0.11
H -6.15398 6.28189 -4.15121  0.09
H -4.26535 5.69088 -2.43130  0.09
H -5.94336 5.05275 -0.71989  0.11
H -7.63718 3.27350 -1.24380  0.11
H -7.36936 1.89912 -3.31572  0.11
H -5.49792 2.34811 -4.86259  0.09
F -0.53943 1.25051 -0.13619  -0.37
Te 1.01857 2.22352 -0.66473  1.86
F 2.66856 3.07513 -1.03897  -0.37
F 1.75420 1.60563 0.99043  -0.37
F 0.45608 3.71968 0.36655  -0.37
F 1.68704 0.63763 -1.47162  -0.38
O 0.29626 2.76987 -2.26707  -0.66